Entry 1:
Here is a molecular structure, C3H6CuIO3 at a distorted geometry from the OMol25 dataset. Energies are from the ωB97M-V functional and the def2-TZVPD basis.

Structure (XYZ):
```
14
Properties=species:S:1:pos:R:3:forces:R:3
Cu -2.9777 -11.7078 24.1417 -1.1 0.9 1.4
I -4.4621 -10.3919 26.1171 0.8 -1.0 -1.4
C 0.2022 -6.7204 22.9462 -0.4 0.9 -0.4
O 0.5556 -7.4954 24.0716 0.4 -0.2 0.0
C -0.4549 -7.9707 24.7936 -0.1 -0.3 0.3
O -1.6170 -7.7017 24.6848 -0.3 0.3 -0.4
O 0.0463 -8.8337 25.6688 0.7 -0.4 0.2
C -0.8915 -9.5122 26.4974 -0.9 0.1 0.0
H -0.4480 -7.2554 22.2553 0.0 -0.2 0.1
H 1.1102 -6.4212 22.4316 0.2 -0.3 0.1
H -0.3070 -5.7997 23.2361 -0.1 -0.1 0.1
H -1.6332 -8.8104 26.8778 0.2 0.0 0.2
H -0.3633 -10.0293 27.2907 0.3 0.2 0.0
H -1.4940 -10.2486 25.9551 0.4 0.1 -0.2
```
Positions in Å, forces in eV/Å.

Values from the calculation:
frontier orbital gap = 0.2447 Eh
HOMO = -0.31604 Ha
LUMO energy = -1.9 eV
spin multiplicity = 1


Entry 2:
Here is 9 unconnected molecules or ions with the total composition C18H42O15 at a distorted geometry from the OMol25 dataset. Energies are from the ωB97M-V functional and the def2-TZVPD basis.

Structure (XYZ):
```
75
Properties=species:S:1:pos:R:3:forces:R:3
C 5.2226 1.0779 -0.2782 0.6 0.3 -0.4
C 4.4670 1.0138 1.0255 1.9 0.2 1.1
C 3.5849 2.1442 1.4466 1.0 1.9 -1.2
O 2.3299 1.5622 1.5242 -1.7 1.7 1.4
C 2.3715 0.2609 1.2732 -0.6 0.5 -1.6
O 1.4347 -0.4390 1.1169 -0.9 -0.7 0.7
O 3.5987 -0.0418 0.9624 0.4 -3.4 -0.6
H 4.5764 1.2764 -1.1332 -0.4 -0.1 0.1
H 5.7408 0.1372 -0.4640 -0.2 -0.1 0.1
H 5.9945 1.8444 -0.3475 0.0 0.2 0.5
H 5.0669 0.7994 1.9099 1.0 0.0 -0.4
H 3.6402 2.9055 0.6685 -0.7 0.2 -0.2
H 3.9483 2.6799 2.3236 -0.5 -0.5 0.5
C -5.1239 -5.6689 -2.6242 -1.4 -0.3 2.5
C -6.0041 -6.8761 -2.1305 2.8 0.8 -1.6
C -6.7300 -7.4164 -3.3232 -0.9 -0.8 0.5
O -6.5365 -8.8353 -3.1661 -1.1 -0.6 -0.6
C -5.4612 -9.1189 -2.3864 1.6 0.1 -2.5
O -4.7942 -10.1304 -2.4912 -1.7 1.7 1.2
O -5.0840 -7.9544 -1.8201 0.0 -0.1 1.5
H -4.6734 -5.2324 -1.7328 0.3 0.0 0.0
H -5.9197 -4.9646 -2.8665 0.5 0.4 -0.9
H -4.3300 -5.8900 -3.3376 -0.6 -0.1 -0.2
H -6.6547 -6.5936 -1.3028 0.3 -0.3 0.2
H -6.3737 -7.0731 -4.2944 0.4 -0.2 0.1
H -7.7808 -7.1314 -3.2706 -0.2 -0.5 -0.1
C -4.6607 2.0904 -1.4056 -0.4 -0.4 -0.6
C -5.1132 3.2582 -2.3042 0.4 -0.9 2.6
C -3.9340 3.9849 -2.7788 1.6 1.9 0.2
O -4.3234 4.4435 -4.0534 0.3 -0.3 -1.1
C -5.2977 3.6306 -4.5337 -1.3 1.8 -3.4
O -5.6991 3.7029 -5.7217 1.4 -1.0 5.0
O -5.8131 2.9510 -3.4798 -0.8 -1.0 -1.1
H -5.4278 1.6026 -0.8041 -0.3 0.2 -0.3
H -3.9446 2.4623 -0.6728 0.2 0.2 -0.2
H -4.1955 1.3257 -2.0276 0.2 0.0 0.1
H -5.6326 3.9332 -1.6239 -0.9 0.1 -0.6
H -2.9654 3.4855 -2.7967 -0.2 -0.6 -0.4
H -3.7571 4.8516 -2.1419 0.0 0.2 -0.1
C 2.0109 -6.5130 -0.5631 0.3 -0.5 -0.4
O 2.3987 -7.8587 -0.8104 0.1 -0.7 0.6
H 0.9267 -6.4007 -0.5750 0.0 0.3 -0.4
H 2.3286 -6.1899 0.4282 0.2 -0.2 0.0
H 2.5635 -5.9694 -1.3295 -0.6 0.8 0.1
H 1.7273 -8.3416 -1.2980 -0.1 0.2 0.1
C 9.5857 -5.8089 -1.2416 -0.6 0.2 -1.3
O 10.3428 -6.4101 -2.2615 1.1 -0.3 -0.5
H 10.0433 -4.9075 -0.8340 0.3 -0.3 0.6
H 8.7823 -5.4127 -1.8626 -0.7 -0.1 0.7
H 9.2589 -6.5904 -0.5556 -0.2 0.6 0.5
H 11.1748 -6.7441 -1.9181 0.0 0.0 0.1
C 0.3108 7.9516 3.1975 0.8 0.1 -0.7
O -0.4482 6.8677 2.6573 -0.5 0.6 0.6
H 0.9942 7.7336 4.0182 -0.2 -0.6 0.2
H 0.9538 8.3734 2.4250 0.0 0.1 -0.2
H -0.3127 8.7801 3.5336 -0.5 -0.5 -0.1
H 0.0758 6.1052 2.4014 0.4 0.3 0.2
C 3.4914 8.8861 -3.6222 -1.0 0.1 0.9
O 2.2306 8.4738 -4.1560 0.2 0.4 -0.5
H 3.5977 8.4136 -2.6458 0.6 -0.3 0.0
H 4.3815 8.7736 -4.2412 -0.2 -0.3 -0.2
H 3.3656 9.9418 -3.3816 0.1 0.1 -0.3
H 2.2010 7.5515 -4.4208 0.4 0.0 0.1
C 3.2933 5.0899 8.6085 -0.6 -3.4 0.4
O 4.1131 5.5986 7.6075 -0.1 1.9 0.5
H 3.8914 4.6491 9.4060 0.2 0.0 0.3
H 2.4798 5.5981 9.1261 0.1 1.2 -0.7
H 2.8382 4.2304 8.1163 -0.4 -0.2 0.3
H 4.4119 6.3982 8.0468 0.7 0.5 -0.7
C -5.0394 -2.9396 4.1850 -0.6 -1.5 -1.1
O -4.0902 -2.1649 4.8160 0.4 0.7 1.2
H -5.5811 -3.6351 4.8261 0.2 0.5 0.9
H -5.8097 -2.3862 3.6479 0.1 0.2 -0.2
H -4.5458 -3.6585 3.5310 0.0 0.1 -0.7
H -3.6929 -1.5432 4.2017 -0.1 -0.1 -0.1
```
Positions in Å, forces in eV/Å.

Values from the calculation:
frontier orbital gap = 0.3717 Eh
HOMO = -0.37308 Ha
LUMO energy = 0.0 eV
spin multiplicity = 1


Entry 3:
Here is a molecular structure, C21H32CuN4O3P from the OMol25 dataset. Energies are from the ωB97M-V functional and the def2-TZVPD basis.

Structure (XYZ):
```
62
Properties=species:S:1:pos:R:3:forces:R:3
Cu 0.4424 0.0417 0.0486 -0.4 -0.4 -0.4
C -0.3764 2.5695 -1.5632 -0.1 0.0 0.0
C 1.1402 2.6311 -1.5196 0.0 -0.1 0.1
N 1.7028 1.2777 -1.5464 0.1 0.0 0.1
C 3.0523 1.1945 -1.0067 0.0 0.0 0.1
C 3.0257 1.3409 0.5027 -0.3 -0.1 0.0
C 4.1099 1.8027 1.2181 0.1 0.0 0.0
C 4.0070 1.9018 2.5991 0.0 0.0 0.0
C 2.8185 1.5659 3.2185 0.0 0.0 0.1
C 1.7608 1.1192 2.4418 -0.1 -0.1 -0.2
C 0.4181 0.7644 3.0600 0.0 0.1 0.0
N -0.6069 0.4584 2.0771 0.1 0.0 0.1
C -1.6089 1.5077 1.8550 0.1 -0.1 0.0
C -1.1458 2.5043 0.8040 0.1 0.0 0.0
N -0.9048 1.7801 -0.4450 0.2 0.0 0.1
N 1.8809 0.9958 1.1171 0.3 0.2 0.1
H -0.6956 2.0818 -2.4868 0.0 0.0 0.0
H -0.7844 3.5850 -1.5757 0.0 0.0 0.0
H 1.4552 3.1024 -0.5848 0.0 0.0 0.0
H 1.5220 3.2567 -2.3318 0.0 0.0 0.0
H 1.6568 0.8791 -2.4756 0.0 0.0 0.0
H 3.7341 1.9476 -1.4160 0.0 0.0 0.0
H 3.4667 0.2156 -1.2607 0.0 0.0 0.0
H 5.0178 2.0865 0.7023 0.0 0.0 0.0
H 4.8454 2.2566 3.1842 0.0 0.0 0.0
H 2.6999 1.6571 4.2905 0.0 0.0 0.0
H 0.1174 1.6082 3.6904 0.0 0.0 0.0
H 0.5556 -0.0816 3.7369 0.0 0.0 0.0
H -1.0611 -0.4323 2.2344 0.0 0.0 0.0
H -1.8540 2.0312 2.7839 0.0 0.0 0.0
H -2.5190 1.0162 1.5067 0.0 0.0 0.0
H -0.2109 2.9798 1.1165 0.0 0.0 0.0
H -1.8910 3.2980 0.6896 0.0 0.0 0.0
H -1.7653 1.3308 -0.7406 0.0 0.0 0.0
O -4.7167 -1.8774 0.2682 0.1 0.0 0.0
C -4.4482 -1.5647 -1.0084 -0.1 0.0 0.1
C -5.5208 -1.5355 -1.9018 0.0 0.0 -0.1
C -5.3081 -1.2107 -3.2237 0.0 0.0 0.0
C -4.0279 -0.9079 -3.6966 0.0 0.0 0.1
C -2.9688 -0.9412 -2.8169 0.0 0.0 0.0
C -3.1533 -1.2654 -1.4660 -0.1 0.0 -0.1
C -2.0106 -1.2624 -0.5307 0.3 0.0 0.2
O -2.1894 -1.4784 0.6887 -0.1 0.0 0.0
O -0.8487 -0.9868 -1.0154 -0.1 0.2 -0.1
H -3.8622 -1.8255 0.7539 0.0 0.0 0.0
H -6.5075 -1.7724 -1.5278 0.0 0.0 0.0
H -6.1504 -1.1936 -3.9041 0.0 0.0 0.0
H -3.8731 -0.6598 -4.7373 0.0 0.0 0.0
H -1.9624 -0.7310 -3.1562 0.0 0.0 0.0
C 1.2906 -3.1861 -1.2851 0.0 0.0 0.0
P 1.5597 -2.0900 0.1367 -0.2 0.2 0.3
C 3.3322 -2.2694 0.5112 0.1 0.1 0.0
C 0.7667 -2.9638 1.5221 0.0 -0.1 0.0
H 1.9989 -4.0152 -1.2567 0.0 0.0 0.0
H 1.4009 -2.6428 -2.2221 0.0 0.0 0.0
H 0.2752 -3.5766 -1.2471 0.0 0.0 0.0
H 3.5564 -3.2907 0.8223 0.0 0.0 0.0
H 3.6246 -1.5856 1.3102 0.0 0.0 0.0
H 3.9304 -2.0400 -0.3721 0.0 0.0 0.0
H 1.1101 -3.9981 1.5845 0.0 0.0 0.0
H -0.3153 -2.9409 1.3846 0.0 0.0 0.0
H 1.0123 -2.4629 2.4611 0.0 0.0 0.0
```
Positions in Å, forces in eV/Å.

Values from the calculation:
frontier orbital gap (alpha / beta) = 0.2887 / 0.2642 Eh
HOMO (alpha / beta) = -0.38462 / -0.38455 Ha
LUMO energy (alpha / beta) = -2.6 / -3.3 eV
total charge = +1
spin multiplicity = 2


Entry 4:
Here is a single C4H4O molecule at a distorted geometry from the OMol25 dataset. Energies are from the ωB97M-V functional and the def2-TZVPD basis.

Structure (XYZ):
```
9
Properties=species:S:1:pos:R:3:forces:R:3
C -1.2895 -0.0421 -0.0578 -4.6 0.2 -1.2
C 0.9031 -0.0459 -0.6094 0.9 0.7 1.9
C -0.0943 -0.8231 0.1707 -0.5 0.1 -0.6
C -0.1159 0.7542 0.1152 -0.3 0.0 -0.2
O -2.7693 0.0331 -0.0958 4.8 -0.4 0.4
H 1.8041 0.0865 0.0005 0.2 -0.4 -0.5
H 1.1191 0.0544 -1.6227 -0.4 -0.4 -1.9
H 0.2039 -1.2231 1.1018 0.1 -0.8 0.9
H 0.2388 1.2060 0.9975 -0.2 1.0 1.1
```
Positions in Å, forces in eV/Å.

Values from the calculation:
frontier orbital gap (alpha / beta) = 0.2867 / 0.2971 Eh
HOMO (alpha / beta) = -0.24541 / -0.37949 Ha
LUMO energy (alpha / beta) = 1.1 / -2.2 eV
spin multiplicity = 3


Entry 5:
Here is a single C10H10N2OS molecule from the OMol25 dataset. Energies are from the ωB97M-V functional and the def2-TZVPD basis.

Structure (XYZ):
```
24
Properties=species:S:1:pos:R:3:forces:R:3
C -0.1166 2.6198 0.8027 -0.2 0.7 0.3
C 1.8190 -1.5052 -0.8943 0.5 0.2 -0.1
C 0.4852 -1.7124 -0.3772 -0.3 0.0 0.5
C 2.6649 -0.7034 -0.2461 0.0 0.0 -0.1
C -0.0287 -0.8918 0.5454 -0.4 -0.1 0.2
C -2.8516 0.3722 -0.7665 -0.1 -0.1 -0.2
C 2.2587 -0.0221 1.0198 -0.2 0.2 0.1
C 0.4308 1.5028 0.2433 0.1 -0.5 -0.5
C 0.7501 0.3121 1.0643 0.3 -0.5 0.2
C -2.7859 -0.2489 0.5384 0.1 0.2 0.3
N -0.5440 3.5644 1.3241 -0.1 0.2 0.1
N -1.8738 0.0963 -1.6814 0.2 0.0 -0.3
O -3.7721 1.1281 -1.0325 -0.1 0.2 0.0
S -1.6095 -1.2083 1.2991 0.2 -0.4 0.0
H 2.1081 -2.0445 -1.7821 0.1 0.0 -0.1
H -0.0792 -2.5594 -0.7397 -0.2 -0.1 0.0
H 3.6839 -0.5697 -0.5771 0.1 -0.1 -0.1
H 2.5071 -0.6893 1.8529 0.0 0.0 0.1
H 2.8212 0.9022 1.1602 0.1 -0.1 0.1
H 0.6062 1.4704 -0.8219 0.0 0.1 -0.1
H 0.4572 0.5048 2.1001 0.1 0.0 -0.1
H -3.6591 -0.1055 1.1551 -0.1 0.0 0.0
H -1.2481 -0.6834 -1.5831 -0.1 0.1 0.1
H -2.0238 0.4708 -2.6038 -0.1 0.0 0.0
```
Positions in Å, forces in eV/Å.

Values from the calculation:
frontier orbital gap (alpha / beta) = 0.3038 / 0.2406 Eh
HOMO (alpha / beta) = -0.33248 / -0.29148 Ha
LUMO energy (alpha / beta) = -0.8 / -1.4 eV
spin multiplicity = 1


Entry 6:
Here is a molecular structure, C16H23BrN2Re at a distorted geometry from the OMol25 dataset. Energies are from the ωB97M-V functional and the def2-TZVPD basis.

Structure (XYZ):
```
43
Properties=species:S:1:pos:R:3:forces:R:3
Re 0.1045 -0.7115 -0.0401 1.0 5.9 2.1
Br 2.5504 -0.6760 -0.0401 1.2 0.5 -0.4
C 2.5972 1.2243 -0.0401 1.8 2.3 0.0
C 3.8488 1.8455 -0.0401 -0.7 -1.4 0.0
C 3.9339 3.2353 -0.0401 -0.9 1.1 0.0
C 2.7700 4.0051 -0.0401 1.4 -0.3 0.0
C 1.5044 3.3963 -0.0401 0.5 0.2 0.0
C 0.3273 4.1644 -0.0401 -1.3 -0.2 0.0
C -0.9273 3.5520 -0.0401 0.6 0.9 0.0
C -1.0204 2.1647 -0.0401 2.1 1.4 -0.7
C 0.1400 1.3947 -0.0401 -0.8 -1.7 -0.1
C 1.4133 1.9847 -0.0401 -0.2 -0.2 0.1
H 4.7610 1.2543 -0.0401 -0.1 0.1 0.0
H 4.9067 3.7209 -0.0401 -0.2 -0.2 0.0
H 2.8582 5.0898 -0.0401 -0.1 -0.2 0.0
H 0.3801 5.2513 -0.0401 0.1 -0.2 0.0
H -1.8291 4.1588 -0.0401 0.2 0.0 0.0
H -1.9893 1.6747 -0.0401 3.7 3.6 -3.3
C -1.8510 -0.3873 -1.4679 -1.0 0.8 -1.5
N -1.9075 -0.7019 -0.0401 -1.4 -0.3 -0.3
C -2.8175 0.2195 0.6395 -1.8 -0.6 1.8
C -2.3165 -2.0956 0.2025 -0.2 -1.4 0.8
C -1.2796 -3.1325 -0.2829 -1.2 -0.2 -0.7
N 0.1141 -2.7235 -0.0401 -0.3 -3.0 0.0
C 1.0355 -3.6334 -0.7197 0.8 -0.5 -0.8
C 0.4286 -2.6671 1.3878 0.4 -2.6 1.9
H -2.8193 -0.5353 -1.9597 0.1 -0.3 0.0
H -1.1045 -0.9956 -1.9878 0.0 -0.4 -0.4
H -1.5481 0.6555 -1.6185 -0.3 -0.4 0.0
H -3.8467 0.1296 0.2737 0.2 -0.3 -0.1
H -2.4914 1.2566 0.5021 -3.3 -3.4 3.2
H -2.8176 0.0353 1.7198 0.1 -0.2 -0.2
H -3.2894 -2.3097 -0.2588 0.2 0.1 0.0
H -2.4452 -2.2440 1.2830 0.0 0.4 -0.2
H -1.4279 -3.2611 -1.3633 0.4 -0.1 0.2
H -1.4937 -4.1054 0.1783 0.0 0.2 0.0
H 0.9456 -4.6627 -0.3539 -0.1 0.2 0.1
H 2.0727 -3.3073 -0.5822 -0.3 -0.1 0.1
H 0.8515 -3.6335 -1.8000 -0.1 0.1 0.2
H 0.2806 -3.6355 1.8794 0.0 -0.2 -0.2
H -0.1798 -1.9207 1.9076 -0.2 -1.7 0.4
H 1.4714 -2.3642 1.5384 -0.3 -0.4 0.1
H 0.1045 -0.7115 1.6846 0.1 2.6 -2.1
```
Positions in Å, forces in eV/Å.

Values from the calculation:
frontier orbital gap (alpha / beta) = 0.2583 / 0.2273 Eh
HOMO (alpha / beta) = -0.51867 / -0.52736 Ha
LUMO energy (alpha / beta) = -7.1 / -8.2 eV
total charge = +2
spin multiplicity = 4